14
Properties=species:S:1:pos:R:3:forces:R:3 method="wB97M-V/def2-TZVPD" de_lowest_kcal_mol=82.17 e_lumo_ev=0.98 energy_ev=-9843.71656 orbital_gap_ev=10.82
O -0.547708 -1.130317 -2.196257 -0.12 -0.21 -0.28
O 0.633120 0.212460 1.955793 0.23 0.01 0.08
N -0.874371 -0.741536 -0.905726 0.27 0.40 0.44
C 1.203737 0.608091 -1.080866 0.04 -0.01 -0.08
C -0.324131 0.572561 0.966793 -0.14 0.09 -0.14
C -0.673198 -0.344224 2.047003 -0.27 -0.15 0.07
C -0.032331 0.082759 -0.416062 -0.20 -0.18 -0.08
H -0.745637 -1.407775 1.828789 0.02 0.17 0.01
H -1.273706 0.013071 2.882783 0.11 -0.03 -0.13
H 2.073805 0.350398 -0.466764 -0.13 0.04 -0.09
H -1.271117 -1.727090 -2.424296 0.14 0.09 0.02
H -0.655948 1.611433 1.032073 0.06 -0.15 -0.02
H 1.160466 1.702249 -1.139847 -0.01 -0.15 0.02
H 1.327019 0.197920 -2.083416 0.00 0.08 0.18


86
Properties=species:S:1:pos:R:3:forces:R:3 method="wB97M-V/def2-TZVPD" e_lumo_ev=2.96 energy_ev=-58967.25286 orbital_gap_ev=1.16 charge=-2
S -0.887314 -6.128389 3.179234 -1.30 -0.63 -0.79
O 0.126032 -4.959419 3.418828 0.75 -0.55 0.28
O -2.078425 -6.042709 3.950035 -0.35 0.96 0.52
O 3.026378 2.581857 -5.989390 -0.10 -0.36 -0.08
O -1.279070 -5.737741 1.679559 0.10 0.25 1.12
O -1.906615 -1.182051 6.002892 -0.27 -0.84 -1.12
O -3.246222 -1.428586 4.212649 0.28 -0.45 0.16
O -0.286482 -7.407077 3.241542 1.34 -0.23 -0.32
O 6.441007 3.874940 -6.136836 0.03 0.27 0.27
N -2.580252 3.920091 0.557721 2.66 1.32 1.13
N 1.047290 -3.031564 2.215570 0.45 -0.60 1.33
C -0.526232 4.893100 -0.396561 -0.03 -0.61 0.57
C -4.419894 2.887612 0.071415 -0.18 -1.14 -0.24
C 1.329804 2.116643 -3.604035 -0.19 0.00 0.63
C -1.176942 4.273105 0.860382 -0.55 -0.19 -0.83
C -0.447130 -4.626598 1.169786 -0.24 -1.71 -1.42
C 0.715342 -5.397618 0.474561 0.13 0.48 0.35
C 0.542554 2.910299 -2.532886 0.11 0.16 -0.28
C 1.675150 -2.427050 3.411375 -0.03 0.91 0.09
C 0.112685 -0.037703 -2.822398 0.24 -0.27 0.17
C -0.077115 -3.836674 2.435020 -1.71 0.27 -0.44
C 1.260881 4.186071 -2.055358 -0.28 -0.88 0.67
C -1.369521 -2.999199 4.531304 -0.67 0.03 -0.53
C -3.082713 2.696545 0.338743 -0.74 0.02 -0.07
C -0.603831 -2.097909 -1.495650 -0.23 0.86 0.55
C 0.463779 -0.209686 2.699746 0.25 0.38 0.82
C -3.498636 4.899579 0.437684 -1.16 -0.82 -0.37
C -1.336268 -3.129268 2.993329 0.30 0.34 0.19
C -1.162511 -2.452519 -0.101574 -0.66 -0.18 -0.72
C 5.164721 3.790153 -5.700345 0.25 -0.40 -0.51
C 0.952457 4.512593 -0.584367 -0.15 1.17 -0.85
C -4.669605 4.255469 0.116738 -0.84 0.97 -0.04
C 4.313414 2.644864 -6.421976 -0.13 0.45 0.42
C -1.363329 -3.968364 0.117556 0.50 0.56 0.24
C 1.434601 0.629372 -3.277497 -0.46 0.09 -0.03
C -2.154028 -1.797194 4.986690 0.41 1.29 1.23
C 0.228016 -0.795872 -1.481778 0.05 -0.76 -1.08
C 1.173726 -1.010386 3.809986 0.41 -0.05 -0.52
H 2.728604 -2.312463 3.165651 0.04 -0.13 -0.16
H 1.261764 3.686821 0.055395 -0.06 -0.07 0.08
H 1.661144 -5.318572 1.010506 0.11 0.01 -0.19
H -0.025999 -2.916020 -1.926823 0.08 -0.01 -0.01
H -0.393514 -3.008831 4.994338 0.06 0.18 0.15
H -5.610182 4.746780 -0.070460 -0.09 -0.04 0.02
H -2.482311 1.808212 0.383889 0.15 -0.05 0.01
H -3.318713 5.947538 0.560683 0.39 0.11 0.08
H 5.040666 3.571235 -4.601077 0.11 -0.20 0.07
H -0.661951 3.366130 1.170665 0.03 -0.03 -0.01
H -1.450752 -1.903328 -2.155773 -0.07 -0.33 -0.12
H 4.449718 2.844317 -7.515074 -0.15 0.19 -0.03
H -0.724703 0.658426 -2.739720 0.07 0.16 -0.16
H 0.461595 -6.452749 0.471233 -0.08 -0.06 0.06
H 0.851046 2.249903 -4.569120 0.22 0.01 -0.21
H -0.416291 3.187513 -2.980279 -0.16 -0.01 0.23
H 0.945273 5.015974 -2.685256 0.42 0.18 -0.09
H -2.977723 -0.817369 3.516202 -0.02 0.05 -0.03
H -5.125135 2.103116 -0.141926 -0.08 -0.02 -0.06
H 1.777785 0.110679 -4.171128 0.24 0.09 -0.04
H -0.595019 -1.961623 0.678710 0.28 -0.21 0.01
H -0.170269 -0.761285 -3.590496 -0.11 -0.05 0.00
H 2.337200 2.515344 -3.710717 -0.02 0.03 -0.43
H 4.544946 4.717628 -5.828558 0.01 0.06 -0.21
H 0.832227 0.815283 2.736206 -0.07 0.09 -0.06
H 4.921373 1.715821 -6.269684 -0.06 -0.07 0.22
H -1.199244 4.972768 1.693265 0.13 -0.05 0.14
H 0.814648 -5.114690 -0.567952 0.32 0.34 0.04
H 1.777788 -3.582054 1.782164 -0.18 0.05 -0.34
H 0.300600 2.292362 -1.656083 0.12 -0.06 0.01
H 1.272588 -1.100917 -1.405701 0.10 0.23 0.54
H -2.221820 -3.690208 2.709616 0.04 -0.14 -0.16
H -1.095822 4.536843 -1.253293 -0.02 -0.11 -0.03
H 2.067246 -0.442597 4.070778 0.09 -0.09 0.14
H 0.667949 -0.572856 1.699057 -0.17 -0.20 -0.04
H -0.066204 -0.164962 -0.642878 0.16 0.08 0.09
H -1.158823 -4.447813 -0.837018 -0.04 -0.22 0.02
H 1.560357 5.392573 -0.358855 0.16 -0.15 0.43
H 2.334648 4.012644 -2.109021 0.07 0.28 -0.41
H -0.687903 5.970801 -0.361120 0.21 0.09 -0.09
H -2.158621 -2.003607 -0.075003 0.01 0.14 0.25
H 2.198742 0.464480 -2.511849 0.00 0.10 0.08
H 1.642699 -3.072808 4.291674 -0.08 -0.23 -0.13
H -1.442904 -2.163750 2.510789 0.20 0.08 -0.01
H 0.591599 -1.040290 4.726839 -0.26 -0.03 -0.05
H -0.600188 -0.140851 2.926317 -0.15 -0.13 -0.43
H -1.919052 -3.859241 4.921131 0.10 -0.09 0.07
H -2.394764 -4.223025 0.348063 -0.04 0.15 0.28


20
Properties=species:S:1:pos:R:3:forces:R:3 method="wB97M-V/def2-TZVPD" de_lowest_kcal_mol=0.00 e_lumo_ev="-2.98 / -8.02" multiplicity=3 energy_ev=-18865.48323 orbital_gap_ev="9.03 / 4.77" charge=+1
P 1.685555 0.095254 1.041287 1.64 0.22 -0.89
F 0.347473 -1.812270 -1.129119 0.08 -0.53 -0.53
N -2.220576 -0.571763 0.381107 0.09 -0.40 -0.13
C -0.593548 1.017161 -0.357367 0.15 0.34 -0.63
C 2.731698 0.709758 -0.324152 0.05 0.19 0.73
C 0.056819 0.024225 0.528118 -2.48 0.75 0.42
C -2.106383 0.778375 -0.139186 0.08 0.30 0.09
C -1.030313 -0.789046 1.165658 0.10 -0.44 0.20
H 3.765998 0.767314 0.012339 0.04 -0.06 -0.01
H 0.289670 -2.482652 -1.777206 0.06 0.17 0.18
H 2.033911 -1.221471 1.289267 0.43 -0.45 0.40
H -2.693385 0.896392 -1.047004 0.03 0.05 0.04
H 2.666193 0.029387 -1.172702 -0.17 -0.22 0.00
H -2.490515 1.472609 0.615114 0.06 0.02 -0.13
H 2.414272 1.706456 -0.627344 -0.11 -0.03 0.05
H -1.201106 -0.387765 2.179704 0.09 -0.05 0.12
H -0.790702 -1.845278 1.275363 -0.04 -0.11 0.07
H -0.284282 2.042303 -0.142586 -0.03 0.14 -0.02
H -0.302744 0.817596 -1.396784 -0.04 0.08 -0.09
H -2.278038 -1.246593 -0.374498 -0.02 0.02 0.12


38
Properties=species:S:1:pos:R:3:forces:R:3 method="wB97M-V/def2-TZVPD" de_lowest_kcal_mol=21.25 e_lumo_ev=-0.68 energy_ev=-165547.70134 orbital_gap_ev=6.88
Au 2.235162 -1.612731 -0.176979 -0.46 0.12 0.22
Se 0.019103 -1.214899 -1.817007 0.19 -0.01 0.13
Se 1.834149 0.757129 0.741635 0.06 -0.22 -0.13
P 0.360832 0.713354 -0.891596 0.04 0.32 -0.04
N 1.296509 -3.246139 1.254755 0.46 0.13 -0.38
N -0.911952 -6.277412 5.033120 -0.20 -0.22 0.31
C 0.956267 1.924041 -2.123494 -0.10 -0.39 0.17
C -0.507405 -3.611417 2.760845 0.21 -0.31 0.11
C 1.602790 2.452606 -4.366981 0.07 0.12 -0.14
C 1.041577 1.571043 -3.461749 -0.12 -0.07 0.04
C 1.874438 -4.360964 1.673560 0.09 -0.38 0.19
C -2.382989 0.697270 -0.390373 0.04 -0.04 -0.13
C -0.478790 -5.595426 4.221985 -0.18 -0.15 0.23
C -3.534190 1.136149 0.237321 -0.17 0.05 0.08
C 1.418880 3.161691 -1.691982 -0.05 -0.03 -0.07
C -1.156062 2.518318 0.599404 -0.08 -0.07 -0.06
C 2.065113 3.685032 -3.941261 0.04 -0.03 -0.03
C 0.099648 -4.783790 3.212402 0.52 0.53 -0.77
C -2.314289 2.957643 1.210258 0.02 0.09 0.04
C 1.319672 -5.168049 2.649487 -0.21 0.11 0.09
C 1.958137 4.043524 -2.607120 0.00 0.08 0.05
C 0.138221 -2.880014 1.780737 -0.35 0.15 0.11
C -3.499276 2.258322 1.046117 -0.01 -0.04 0.02
C -1.191725 1.381426 -0.200663 0.30 -0.24 -0.13
H -0.284702 -1.962811 1.397559 -0.07 0.11 -0.03
H -4.387747 2.576270 1.568596 -0.13 0.09 0.00
H -4.458875 0.595418 0.106566 -0.10 -0.07 -0.03
H -1.447820 -3.275301 3.163809 -0.10 0.02 0.05
H 1.695336 2.171749 -5.404718 -0.01 -0.04 -0.12
H 2.815090 -4.617052 1.209057 0.07 -0.06 0.01
H -0.224934 3.038104 0.765766 0.05 0.05 0.06
H 1.387235 3.418728 -0.643446 0.05 0.04 0.03
H 2.534582 4.357711 -4.641454 0.00 0.11 -0.11
H -2.288782 3.838784 1.829765 0.00 0.13 0.13
H 1.816567 -6.069058 2.974089 0.03 -0.04 0.00
H -2.399610 -0.184495 -1.018686 0.00 0.01 0.04
H 2.314721 5.004067 -2.274602 0.09 0.16 0.05
H 0.685119 0.601179 -3.784722 0.04 0.02 0.02


30
Properties=species:S:1:pos:R:3:forces:R:3 method="wB97M-V/def2-TZVPD" de_lowest_kcal_mol=0.00 e_lumo_ev=0.77 energy_ev=-25850.56184 orbital_gap_ev=10.89 smiles=CCC(C#N)([SiH](C)C)[SiH](C)C
Si -1.851501 0.629507 -0.197318 -0.49 -0.28 0.65
Si 1.265989 0.891689 0.549149 0.58 -0.13 -0.26
N -0.403038 -2.037390 2.040504 -0.07 -0.63 0.76
C 0.137461 -1.115676 -1.254637 0.14 -0.11 -0.26
C 2.044035 1.693547 -0.990476 -0.19 -0.25 0.43
C -0.167293 -0.278801 -0.006196 -0.11 -1.41 2.19
C -0.296573 -1.292068 1.180254 -0.09 2.28 -2.46
C 1.429749 -1.918442 -1.166306 -0.14 0.05 -0.11
C -2.375271 1.452113 1.428825 0.24 -0.23 -0.48
C 2.552864 0.015182 1.641780 -0.47 0.22 -0.32
C -3.210973 -0.573193 -0.762599 0.59 0.28 0.06
H 3.058873 -0.803906 1.141389 0.03 -0.12 -0.17
H -3.260677 -1.448783 -0.120814 0.05 -0.11 0.16
H 2.296396 -1.261382 -1.153507 0.14 0.02 0.01
H 1.438233 -2.524217 -0.262901 0.05 -0.09 0.07
H -3.318364 1.979041 1.307137 -0.15 0.02 -0.09
H 2.440346 2.675305 -0.742784 0.03 0.11 0.09
H -1.639711 1.655501 -1.238113 0.09 0.09 -0.11
H 0.185770 -0.442459 -2.114743 -0.06 -0.01 -0.04
H -1.638240 2.174111 1.764177 0.13 0.12 0.03
H 1.309403 1.829708 -1.779364 -0.14 0.03 -0.11
H 1.520088 -2.581923 -2.024558 0.06 -0.03 -0.03
H 2.066094 -0.395228 2.523790 -0.07 -0.03 0.09
H 0.661311 1.950508 1.377382 -0.11 0.10 0.04
H -2.501280 0.718678 2.221667 -0.01 -0.17 0.05
H 3.314158 0.715791 1.978471 0.03 0.18 -0.01
H -4.181674 -0.089029 -0.733299 -0.15 0.18 0.04
H -3.052838 -0.916664 -1.781110 0.06 -0.04 -0.15
H 2.866150 1.107531 -1.395925 0.04 -0.13 -0.01
H -0.689475 -1.809058 -1.429883 -0.03 0.08 -0.06


13
Properties=species:S:1:pos:R:3:forces:R:3 method="wB97M-V/def2-TZVPD" de_lowest_kcal_mol=39.61 e_lumo_ev=-4.77 energy_ev=-75784.12766 orbital_gap_ev=9.93 smiles=BrC[C@]12C[N@H+]1C2 charge=+1
Br 2.305133 -1.550158 0.258699 -1.10 1.87 -0.15
N -0.906208 -0.733725 0.226763 0.11 -0.63 0.13
C 0.060080 0.381946 -0.145324 -3.67 -0.50 -0.94
C -0.662338 0.347841 1.121907 -0.22 2.28 1.18
C -1.100280 0.070715 -1.038818 0.63 -1.49 -0.02
C 1.455109 0.330662 -0.251696 5.40 -0.92 -1.16
H -0.598754 -1.698818 0.441179 -0.13 0.52 -0.82
H -0.966720 -0.621213 -1.866018 0.35 0.50 -0.33
H -1.522647 0.998552 1.319980 0.37 -0.25 -0.01
H 1.972151 0.429520 -1.264949 -1.37 0.06 1.29
H 1.875784 1.111740 0.416399 0.08 -0.85 -0.31
H -1.979821 0.698005 -1.125016 -0.05 0.01 0.51
H 0.068509 0.234935 1.906895 -0.39 -0.61 0.64